This record from the Open Molecules 2025 dataset describes C13H28Br3FIN3O2P as an isolated structure. The level of theory is ωB97M-V with the def2-TZVPD basis set.

Output
Energy   -252718.2553 eV
Net charge   +1
Kohn-Sham gap   6.81 eV
HOMO energy   -11.2 eV
ΔE to the lowest compared entry with this formula, charge and spin   151.55 kcal per mole
Molecular weight   674.974 Da

Positions of all 52 atoms, in Å:
C  -0.93  2.26  2.58
C  0.19  1.03  2.51
C  -0.33  -0.05  1.34
F  -0.44  -1.45  1.85
N  0.44  0.08  0.04
C  -0.22  -0.64  -1.11
N  0.22  -2.04  -1.47
N  -1.20  0.01  -1.82
C  -1.82  -0.73  -3.02
O  -2.62  -1.91  -2.63
O  -2.78  -2.57  -3.75
C  -1.76  1.39  -1.54
C  -1.51  2.49  -2.73
C  -0.71  3.86  -2.20
I  -3.51  3.17  -3.42
P  2.17  -0.30  0.21
C  3.12  0.02  -1.41
C  3.23  -1.26  -2.43
C  2.50  -2.06  0.85
C  2.75  -1.94  2.48
H  -0.85  2.79  3.62
H  -0.78  2.96  1.65
H  -2.05  1.84  2.51
H  0.34  0.52  3.56
H  1.21  1.57  2.20
H  -1.44  0.29  1.10
H  0.56  -2.12  -2.45
H  -0.49  -2.76  -1.22
H  -0.93  -0.95  -3.75
H  -2.57  0.02  -3.56
H  -1.90  -2.87  -4.13
H  -2.94  1.26  -1.44
H  -1.41  1.87  -0.53
H  -0.94  1.99  -3.65
H  0.30  3.56  -1.67
H  -1.37  4.47  -1.45
H  -0.48  4.55  -3.13
H  2.57  0.89  -1.98
H  4.24  0.30  -1.11
H  2.47  -1.11  -3.33
H  2.90  -2.29  -1.94
H  4.29  -1.38  -2.94
H  3.51  -2.49  0.40
H  1.59  -2.81  0.68
H  2.15  -0.98  2.85
H  3.89  -1.72  2.73
H  2.39  -2.89  3.09
C  -2.30  -0.84  5.98
Br  -1.06  -2.17  5.29
Br  -1.41  0.43  7.16
Br  -3.27  0.06  4.56
H  -3.04  -1.37  6.59